DFT (wB97M-V/def2-TZVPD) results for a cluster of 2 separate species, C2H6OS in total.

Values from the calculation:
Total charge = 0
HOMO energy = -9.72 eV
SMILES = CC=O.S
LUMO energy = -0.139 eV
Relative energy (zero: lowest compared OMol25 entry of this formula, charge and spin) = 222.6 kJ/mol

XYZ file:
```
10
Properties=species:S:1:pos:R:3:lowdin_charge:R:1
S -3.7183 1.7965 -5.5419 0.319
H -4.4941 2.9540 -5.1613 -0.145
H -2.3770 1.3884 -5.6842 -0.174
O 1.4609 -2.1255 0.9724 -0.005
C 1.0376 -1.5539 1.9980 -0.278
C 1.9233 -0.4816 2.6584 -0.080
H -0.0405 -1.3276 2.1801 0.112
H 2.0808 -0.7408 3.8023 0.111
H 2.8106 -0.3807 2.0674 0.056
H 1.3167 0.4713 2.7089 0.084
```



DFT (wB97M-V/def2-TZVPD) results for a cluster of 2 separate species, C2H6OS in total.

Values from the calculation:
Total charge = +1
HOMO energy (spin up / spin down) = -13.65 / -13.62 eV
Multiplicity = 2
LUMO energy (spin up / spin down) = -5.969 / -9.128 eV
Relative energy (zero: lowest compared OMol25 entry of this formula, charge and spin) = 103.3 kJ/mol

XYZ file:
```
10
Properties=species:S:1:pos:R:3:lowdin_charge:R:1
S -1.2967 -1.9142 -0.8624 0.562
H -0.1776 -1.8384 -0.1304 -0.228
H -1.8230 -0.9868 -0.0533 -0.220
C 2.0888 1.8681 0.4826 0.293
C 0.9918 1.1704 0.9844 -0.058
O -0.1615 1.2627 0.3724 0.114
H 3.1107 1.6299 0.7557 0.118
H 1.9090 2.6991 -0.1866 0.124
H 0.9410 0.7547 1.9912 0.167
H -0.3264 0.7312 -0.4382 0.128
```



DFT (wB97M-V/def2-TZVPD) results for a cluster of 2 separate species, C2H6OS2 in total.

Values from the calculation:
Total charge = 0
HOMO energy (spin up / spin down) = -8.92 / -8.92 eV
SMILES = CCS.O=S
LUMO energy (spin up / spin down) = -1.806 / -1.804 eV
Relative energy (zero: lowest compared OMol25 entry of this formula, charge and spin) = 206.2 kJ/mol

XYZ file:
```
11
Properties=species:S:1:pos:R:3:lowdin_charge:R:1
C -0.6167 0.1922 -0.0152 -0.184
C 0.8547 -0.0857 0.2858 -0.620
O -0.4220 -3.0863 -1.8496 -0.713
S 1.8795 -0.3477 -1.1684 0.716
S 0.1167 -4.0354 -2.8590 0.730
H -1.0726 -0.6183 -0.6864 0.069
H -1.5112 0.3480 0.7286 0.103
H -0.6911 1.1258 -0.5078 0.037
H 1.0721 -0.8912 1.0296 0.079
H 1.2478 0.8045 0.5956 0.005
H 1.0707 -1.0903 -1.8424 -0.224
```



DFT (wB97M-V/def2-TZVPD) results for a cluster of 2 separate species, C2H6OS2 in total.

Values from the calculation:
Total charge = 0
HOMO energy = -9.00 eV
SMILES = C=CO.SS
LUMO energy = 0.228 eV
Relative energy (zero: lowest compared OMol25 entry of this formula, charge and spin) = 134.1 kJ/mol

XYZ file:
```
11
Properties=species:S:1:pos:R:3:lowdin_charge:R:1
S 1.2588 2.4796 -1.0794 0.218
S 1.6170 3.5481 0.7450 0.200
H 1.9538 3.3687 -1.8050 -0.226
H 0.2776 3.8148 0.9196 -0.198
C -0.1546 -1.5693 0.9673 0.017
C -1.1815 -1.7686 0.0540 -0.219
O -0.8377 -2.0379 -1.3079 -0.068
H -0.2066 -1.1630 1.9692 0.044
H 0.8261 -1.8731 0.7494 0.030
H -2.1619 -2.0233 0.4618 0.096
H -1.3910 -2.7760 -1.6741 0.107
```



DFT (wB97M-V/def2-TZVPD) results for a cluster of 2 separate species, C2H6OS2 in total.

Values from the calculation:
Total charge = 0
HOMO energy = -8.84 eV
SMILES = CC=O.SS
LUMO energy = 0.032 eV
Relative energy (zero: lowest compared OMol25 entry of this formula, charge and spin) = 48.0 kJ/mol

XYZ file:
```
11
Properties=species:S:1:pos:R:3:lowdin_charge:R:1
S -0.2362 0.9747 1.6602 0.285
S -2.2761 1.3565 1.3767 0.259
H -0.4126 0.1193 2.6783 -0.177
H -2.0800 1.9551 0.1959 -0.201
O 1.0438 0.5072 -2.2218 0.036
C 1.1643 0.0975 -1.0966 -0.360
C 0.3732 -1.1374 -0.6904 -0.114
H 1.8226 0.5551 -0.3361 0.090
H 0.4855 -1.9735 -1.3793 0.078
H 0.7656 -1.5699 0.2414 0.060
H -0.6502 -0.8844 -0.4282 0.043
```



DFT (wB97M-V/def2-TZVPD) results for a cluster of 2 separate species, C2H6OS2 in total.

Values from the calculation:
Total charge = 0
HOMO energy (spin up / spin down) = -8.87 / -8.57 eV
LUMO energy (spin up / spin down) = -1.404 / -1.433 eV
Relative energy (zero: lowest compared OMol25 entry of this formula, charge and spin) = 329.3 kJ/mol

XYZ file:
```
11
Properties=species:S:1:pos:R:3:lowdin_charge:R:1
C -0.6873 -0.1365 -0.7958 -0.200
C 0.1213 -0.6903 0.3262 -0.888
O 3.1115 -0.1810 -0.5111 -0.649
S 2.4695 0.9318 0.1922 0.797
S 1.0821 -2.0254 -0.0934 0.693
H -0.9728 0.7711 -0.4298 0.028
H 0.0202 -0.0854 -1.7256 0.104
H -1.5058 -0.8783 -1.1165 0.106
H -0.4177 -0.6690 1.3204 0.104
H 0.8585 0.1012 0.8284 -0.019
H 3.1139 1.0386 1.3772 -0.076
```



DFT (wB97M-V/def2-TZVPD) results for a cluster of 2 separate species, C2H6OS2 in total.

Values from the calculation:
Total charge = 0
HOMO energy = -9.60 eV
SMILES = CC=O.SS
LUMO energy = 0.271 eV
Relative energy (zero: lowest compared OMol25 entry of this formula, charge and spin) = 35.6 kJ/mol

XYZ file:
```
11
Properties=species:S:1:pos:R:3:lowdin_charge:R:1
S -1.4805 -1.8750 -4.4490 0.213
S -2.1694 -1.8699 -2.5638 0.181
H -2.4288 -1.1591 -5.0802 -0.200
H -3.1320 -2.7927 -2.3396 -0.195
O 0.1102 2.0335 2.9869 0.030
C 0.4856 1.2380 2.1650 -0.319
C 1.9592 0.9579 2.0031 -0.058
H -0.2623 0.7491 1.5130 0.113
H 2.0958 0.0426 1.4230 0.070
H 2.3838 0.9926 3.0033 0.082
H 2.4383 1.6831 1.3382 0.082
```



DFT (wB97M-V/def2-TZVPD) results for the molecule C2H6OS2Si.

Values from the calculation:
Total charge = 0
HOMO energy = -9.12 eV
SMILES = C=C[Si@@H](S)OS
LUMO energy = 0.477 eV
Relative energy (zero: lowest compared OMol25 entry of this formula, charge and spin) = 0.0 kJ/mol

XYZ file:
```
12
Properties=species:S:1:pos:R:3:lowdin_charge:R:1
C 1.2557 0.3339 1.6636 -0.061
C 0.4584 -0.3821 0.8861 -0.274
O -1.4595 0.1009 -1.2759 -0.802
Si 0.1384 -0.0326 -0.9313 0.123
S -2.5524 1.2194 -0.6807 0.744
S 0.6034 -1.7640 -2.1104 0.467
H 1.4055 0.1001 2.7062 0.054
H 1.7974 1.1873 1.2904 0.046
H -0.0553 -1.2341 1.3196 0.061
H 0.8489 1.1384 -1.4293 -0.013
H -3.6142 0.4330 -0.9143 -0.135
H -0.3779 -1.6087 -2.9850 -0.209
```



Number 1: maximum force 4.396 eV/A. Number 2: maximum force 1.457 eV/A. Number 3: maximum force 3.300 eV/A. Number 4: maximum force 3.443 eV/A. Number 5: maximum force 1.785 eV/A. Number 6: maximum force 4.273 eV/A. Number 7: maximum force 1.701 eV/A. Number 8: maximum force 0.854 eV/A.